Record 1
15
Properties=species:S:1:pos:R:3:forces:R:3 method="wB97M-V/def2-TZVPD" total_energy_ev=-21062.345 homo_ev=-9.447 homo_lumo_gap_ev=9.39
C 2.111545 -0.273698 -1.438180 -0.845 1.196 2.377
C 1.972033 -1.146527 -0.308088 0.516 -0.988 0.320
C 1.491844 1.786642 -0.549824 -0.723 1.582 1.705
N 1.860762 1.002677 -1.554933 0.323 -0.313 -1.049
N 1.449758 1.212808 0.787132 0.196 0.024 -1.354
N -1.691516 0.110301 0.041434 0.799 -1.492 0.412
O 1.187784 2.968733 -0.591668 0.262 -0.950 -0.351
O 1.172241 -0.716130 2.447680 -0.512 -1.488 2.960
P 1.477142 -0.362156 1.113918 0.649 0.870 -3.613
H 2.471342 -0.569282 -2.352256 0.891 -1.896 -1.865
H 2.305136 -2.246185 -0.339571 -0.807 2.034 0.092
H 1.129952 1.935469 1.401848 -0.183 -0.043 0.761
H -2.425357 -0.280261 0.610555 -0.198 0.601 0.195
H -1.609101 -0.514212 -0.747799 0.091 0.472 -0.333
H -1.760238 1.076231 -0.189699 -0.459 0.390 -0.256

---

Record 2
58
Properties=species:S:1:pos:R:3:forces:R:3 method="wB97M-V/def2-TZVPD" total_energy_ev=-36597.764 homo_ev=-8.761 homo_lumo_gap_ev=9.38 smiles="CC(C)(C)OC(=O)[C@H]1C(=O)C[C@](C)(O)[C@H](C(=O)OC(C)(C)C)[C@H]1c1ccco1"
C 1.021085 -0.842732 -5.153385 -0.229 0.052 0.379
C 0.073115 -1.284306 -4.039595 -0.020 -0.572 -0.352
C 0.640064 -2.491655 -3.296109 -0.120 0.258 0.059
C -1.318908 -1.576028 -4.595763 0.118 0.154 0.249
O 0.018267 -0.131165 -3.153324 0.275 0.092 -0.408
C -0.714303 -0.125489 -2.058851 0.027 0.508 0.325
O -1.389971 -1.033702 -1.642021 -0.093 -0.263 -0.023
C -0.589719 1.234006 -1.372979 0.194 0.073 -0.264
C -1.981268 1.847796 -1.278715 0.070 -0.203 0.096
O -2.337297 2.703278 -2.044392 -0.055 0.160 -0.090
C -2.859821 1.246841 -0.219855 -0.135 0.245 0.381
C -2.167075 1.182566 1.150888 -0.262 -0.753 -0.045
C -3.088497 0.486808 2.162472 0.197 0.241 -0.245
O -1.904492 2.506506 1.544085 0.010 0.398 -0.012
C -0.854332 0.377350 1.001506 0.112 0.322 0.211
C -0.124448 0.284612 2.331455 -0.416 0.086 -0.503
O 0.024643 1.230670 3.071602 0.112 0.124 0.203
O 0.318523 -0.938632 2.534125 -0.007 -0.443 0.124
C 1.146467 -1.278099 3.681171 0.392 -0.067 0.569
C 2.426191 -0.444378 3.662341 -0.273 0.028 -0.138
C 0.361243 -1.065313 4.973858 -0.011 0.100 -0.301
C 1.466529 -2.757855 3.475876 -0.194 0.398 -0.097
C 0.077518 1.092075 0.011558 0.199 -0.019 -0.123
C 1.388087 0.384487 -0.116355 -0.388 -0.687 0.101
C 1.707830 -0.940633 -0.181757 -0.200 0.586 0.012
C 3.117069 -1.000481 -0.314916 0.311 0.423 -0.059
C 3.546222 0.289642 -0.322901 0.357 -0.752 -0.059
O 2.507852 1.132681 -0.203239 -0.075 0.491 0.000
H 1.996603 -0.603987 -4.738123 0.126 0.012 0.025
H 1.131084 -1.636657 -5.885869 -0.002 -0.104 -0.069
H 0.629018 0.043157 -5.645344 -0.036 0.088 -0.088
H 1.596585 -2.235830 -2.845365 0.112 0.000 0.014
H -0.044094 -2.812061 -2.515392 -0.001 -0.066 0.026
H 0.785347 -3.311934 -3.993383 0.034 -0.075 -0.112
H -1.256495 -2.364862 -5.339998 0.034 -0.072 -0.105
H -1.987555 -1.894997 -3.800841 -0.041 -0.045 -0.019
H -1.729176 -0.682527 -5.061247 -0.039 0.068 -0.095
H 0.030768 1.867257 -2.013747 -0.176 -0.038 0.139
H -3.772447 1.837781 -0.140693 0.002 -0.014 -0.017
H -3.103635 0.230826 -0.538273 -0.027 0.011 0.027
H -2.621029 0.468536 3.144857 0.022 -0.013 0.121
H -3.298167 -0.532825 1.851622 -0.046 -0.164 -0.023
H -4.023439 1.035869 2.239747 -0.085 0.042 0.009
H -1.326172 2.475407 2.323905 -0.013 -0.052 -0.086
H -1.073813 -0.629423 0.643927 -0.019 0.096 0.053
H 2.935218 -0.565046 2.708026 0.085 -0.028 -0.097
H 3.087149 -0.774369 4.458702 0.075 -0.078 0.089
H 2.199116 0.608055 3.808759 0.046 0.030 0.034
H 0.947661 -1.415822 5.818331 0.073 -0.081 0.086
H 0.139794 -0.010906 5.114750 -0.004 0.012 0.055
H -0.573401 -1.621282 4.939278 -0.084 -0.084 0.034
H 2.086293 -3.121239 4.289926 0.071 -0.023 0.099
H 0.547771 -3.337193 3.442641 -0.096 -0.096 0.017
H 1.996372 -2.894037 2.537008 0.092 -0.038 -0.104
H 0.271864 2.104345 0.385098 -0.049 -0.155 -0.023
H 1.031851 -1.768497 -0.130666 -0.237 -0.141 0.043
H 3.720244 -1.882311 -0.391933 0.195 -0.132 -0.022
H 4.523748 0.721664 -0.402512 0.089 0.161 0.000

---

Record 3
66
Properties=species:S:1:pos:R:3:forces:R:3 method="wB97M-V/def2-TZVPD" total_energy_ev=-252209.057 homo_ev=-7.829 homo_lumo_gap_ev=6.55
Pt 0.442838 -0.279596 -0.309681 0.123 0.250 -0.147
Br -5.695549 -3.076691 -3.311439 -0.014 -0.007 -0.008
C -4.090291 -2.680273 -2.394261 0.021 -0.012 0.017
C -3.705371 -3.462144 -1.292303 -0.009 -0.011 -0.010
C -2.549243 -3.184750 -0.621098 0.021 -0.005 0.024
C -1.709264 -2.101075 -0.982528 -0.019 0.021 0.057
O -0.661148 -1.933885 -0.227771 -0.050 -0.019 0.003
C -2.102020 -1.323059 -2.108347 -0.067 -0.031 -0.013
C -1.387089 -0.209659 -2.635676 0.051 0.024 -0.098
N -0.286699 0.269466 -2.170498 0.050 0.089 0.051
C 0.365023 1.415586 -2.669082 -0.003 -0.065 0.006
C 0.220093 1.941253 -3.924379 -0.014 0.018 -0.039
C 0.883445 3.133075 -4.280472 -0.024 -0.020 -0.006
C 1.677756 3.788626 -3.384565 0.002 -0.005 0.026
C 1.867927 3.257747 -2.087514 0.012 -0.003 0.008
C 2.661105 3.882227 -1.095499 -0.014 0.004 -0.014
C 2.780651 3.312507 0.134988 0.017 -0.017 0.035
C 2.141817 2.086618 0.395862 0.008 -0.017 -0.027
N 1.430575 1.474453 -0.518113 0.134 -0.095 -0.175
C 1.238225 2.051303 -1.749224 0.003 -0.022 0.070
C -3.304630 -1.644290 -2.790636 0.026 0.039 -0.003
H -4.335000 -4.281032 -0.971388 0.002 -0.002 0.000
H -2.246021 -3.771353 0.235489 -0.004 0.005 -0.005
H -1.834245 0.273443 -3.504289 0.012 -0.006 -0.001
H -0.401220 1.442046 -4.656071 0.001 0.007 0.002
H 0.749195 3.529254 -5.277831 0.000 -0.005 0.001
H 2.173701 4.712644 -3.652113 0.000 -0.003 0.001
H 3.152492 4.819398 -1.326464 0.003 -0.005 0.001
H 3.355719 3.776239 0.922884 -0.003 0.002 -0.002
H 2.189281 1.600048 1.361018 0.015 0.021 -0.005
H -3.595650 -1.040193 -3.641242 0.005 0.000 0.005
O 5.222311 -2.867851 2.773511 0.059 0.014 0.012
C 5.131574 -2.378680 1.435023 0.017 0.039 -0.022
C 3.663943 -2.155533 1.042349 -0.022 0.007 -0.006
C 2.914223 -3.494049 1.057168 0.033 -0.002 0.033
O 2.780984 -4.047812 2.352605 -0.025 -0.012 -0.056
C 3.060519 -1.144268 2.016891 -0.049 0.060 -0.023
Se 1.136912 -0.826943 1.973977 -0.125 -0.056 -0.090
C 3.742705 -1.547438 -0.365682 0.013 -0.022 0.051
Se 2.155726 -1.533570 -1.487389 -0.023 -0.041 0.069
H 6.141926 -3.064758 2.972296 -0.001 0.008 0.002
H 5.572655 -3.101716 0.739721 0.004 0.004 -0.002
H 5.679345 -1.432642 1.343145 0.011 -0.004 0.013
H 3.429149 -4.190439 0.378527 0.006 0.011 -0.011
H 1.905422 -3.353600 0.677324 -0.055 0.028 -0.022
H 3.647882 -4.023571 2.776375 -0.018 0.018 -0.003
H 3.595175 -0.194630 1.926301 0.036 -0.019 -0.006
H 3.191847 -1.497104 3.039400 0.019 0.000 0.004
H 4.448123 -2.113379 -0.981851 -0.021 -0.014 0.008
H 4.129303 -0.529696 -0.294836 0.027 0.003 0.009
O -0.415131 2.496601 1.452440 -0.012 0.040 0.049
C -1.315023 1.715535 1.191342 -0.031 -0.166 -0.142
O -1.267736 0.720758 0.356187 -0.096 -0.043 0.401
C -2.670669 1.850954 1.842421 -0.010 -0.014 -0.031
C -2.946647 2.950111 2.644893 0.005 -0.003 0.017
C -4.186254 3.081420 3.255502 0.007 0.001 0.012
C -5.159073 2.110825 3.074838 -0.019 0.017 -0.006
C -4.859560 1.023361 2.273207 -0.101 0.180 -0.239
C -3.636984 0.872763 1.650839 -0.036 -0.004 -0.043
N -5.886485 -0.019529 2.073058 0.503 -0.560 0.902
O -5.594202 -0.969691 1.376532 -0.153 0.158 -0.360
O -6.902740 0.061398 2.734033 -0.231 0.229 -0.283
H -2.170835 3.691443 2.783171 -0.004 0.001 -0.004
H -4.397353 3.941001 3.877266 0.002 -0.005 0.005
H -6.130925 2.181081 3.539967 0.000 0.003 -0.001
H -3.436508 0.011710 1.031693 0.006 0.011 0.008

---

Record 4
12
Properties=species:S:1:pos:R:3:forces:R:3 method="wB97M-V/def2-TZVPD" total_energy_ev=-18255.559 homo_ev=-9.273 homo_lumo_gap_ev=10.19 smiles="C=C=N[C@@H](C)Cl"
C 2.440590 0.820983 0.264608 1.295 1.145 0.302
C 1.354649 0.362551 -0.237996 -2.586 0.270 -2.871
N 0.398539 -0.093126 -0.886033 3.256 -0.366 1.175
C -0.955538 0.000091 -0.634054 -1.073 2.544 -0.800
C -1.506087 -1.016809 0.298423 1.791 -0.878 -1.310
Cl -1.420246 1.659105 -0.009796 -0.011 0.757 0.760
H 2.640253 0.168006 1.052086 1.101 -0.827 1.649
H 3.133406 1.687878 0.122634 -1.317 -0.926 -0.304
H -1.408885 0.198603 -1.627844 -0.226 -1.446 0.644
H -1.051719 -1.053995 1.247216 1.237 0.738 1.200
H -1.136360 -1.952753 -0.131776 -1.336 -0.483 -0.071
H -2.488607 -0.780536 0.542534 -2.133 -0.528 -0.374

---

Record 5
33
Properties=species:S:1:pos:R:3:forces:R:3 method="wB97M-V/def2-TZVPD" total_energy_ev=-22384.418 homo_ev=-12.873 homo_lumo_gap_ev=9.02 smiles="NC1=[NH+][C@@H](c2ccccn2)O[C@@H](CCCF)N1" charge=+1
N 1.965779 2.051138 1.928961 -0.448 0.318 -0.441
C 1.494029 1.978183 0.708816 0.585 -0.499 -2.273
N 2.241661 1.349148 -0.280747 -2.132 0.436 2.218
C 1.454469 0.454035 -1.162227 1.237 -1.929 -1.784
C 1.391047 -1.018523 -0.577306 -0.807 0.176 -0.606
C 0.808063 -2.025586 -1.440003 0.669 -1.208 2.410
C 0.705701 -3.383263 -0.886953 0.840 2.286 1.105
C 1.195310 -3.594270 0.485970 -0.372 1.942 -2.357
C 1.756242 -2.443770 1.164111 -0.336 -1.561 0.347
N 1.858007 -1.173401 0.687624 -0.892 -1.794 -1.447
O 0.211543 0.961575 -1.570720 0.868 0.650 0.969
C -0.521506 1.552960 -0.508893 -2.696 -0.514 0.576
C -1.269335 0.507270 0.443837 0.282 0.258 -0.285
C -2.814327 0.800192 0.572800 -0.154 -1.259 -0.046
C -3.540606 0.542159 -0.811376 1.032 0.609 0.570
F -4.907968 0.273472 -0.631172 1.334 0.345 -0.191
N 0.227143 2.535022 0.308810 1.263 -0.495 -0.045
H 2.674474 1.369651 2.200976 -0.132 0.586 0.154
H 1.588790 2.750414 2.566802 0.068 -0.546 0.021
H 3.087041 0.902951 0.080730 -0.265 -0.027 -0.269
H 2.062932 0.342707 -2.105457 -0.705 0.340 0.825
H 0.436339 -1.766941 -2.452137 0.366 -0.216 0.861
H 0.246547 -4.179433 -1.507626 0.456 0.530 0.681
H 1.112087 -4.615326 0.907690 0.268 1.047 0.007
H 2.131514 -2.616620 2.205090 -0.329 0.330 -1.063
H -1.355439 2.134363 -0.991730 1.162 -0.405 0.233
H -1.178568 -0.531453 0.026824 0.122 0.993 0.349
H -0.740103 0.545050 1.432392 -0.715 -0.232 -0.688
H -3.050437 1.800587 1.009343 0.213 -0.756 -0.444
H -3.213192 -0.000224 1.260495 0.319 0.967 -0.472
H -3.034818 -0.311200 -1.333370 -0.732 0.480 0.454
H -3.385452 1.454361 -1.440878 -0.681 -0.743 0.235
H 0.363034 3.354775 -0.290674 0.310 -0.108 0.395